1.
ORCA calculation (ωB97M-V with the def2-TZVPD basis set) on C31H41Br2MgN6O3PS as an isolated structure.

XYZ file:
```
86
C31H41Br2MgN6O3PS ωB97M-V with the def2-TZVPD basis set
Mg 0.22 0.15 -1.18
C 1.24 4.62 3.16
C 0.47 4.66 1.85
N -0.63 3.70 1.81
C -1.91 4.20 2.31
C -2.78 4.75 1.20
C -0.50 2.44 1.35
S 1.07 1.89 0.90
N -1.68 1.77 1.36
C -1.84 0.54 0.90
O -0.99 -0.25 0.41
C -3.25 0.02 0.98
C -4.24 0.68 1.70
C -5.53 0.18 1.75
C -5.85 -0.98 1.06
C -4.87 -1.64 0.33
C -3.57 -1.15 0.29
H 1.95 5.44 3.21
H 1.78 3.68 3.24
H 0.56 4.71 4.01
H 1.12 4.46 1.00
H 0.02 5.65 1.69
H -1.67 4.98 3.04
H -2.42 3.40 2.85
H -2.30 5.59 0.70
H -3.74 5.10 1.60
H -2.98 3.98 0.46
H -3.98 1.60 2.21
H -6.29 0.70 2.31
H -6.86 -1.37 1.09
H -5.12 -2.54 -0.23
H -2.81 -1.63 -0.30
C 2.82 2.19 -2.18
C 2.99 0.79 -2.69
C 4.08 0.44 -3.52
C 4.20 -0.83 -3.99
C 3.20 -1.79 -3.69
C 3.20 -3.13 -4.15
Br 4.60 -3.77 -5.24
C 2.18 -3.97 -3.82
C 1.11 -3.52 -3.02
Br -0.29 -4.74 -2.64
C 1.01 -2.22 -2.54
O 0.05 -1.78 -1.82
C 2.14 -1.36 -2.87
N 2.07 -0.09 -2.37
H 3.39 2.89 -2.79
H 3.17 2.27 -1.15
H 1.76 2.46 -2.18
H 4.82 1.19 -3.76
H 5.03 -1.11 -4.62
H 2.17 -4.99 -4.18
C 2.28 -4.48 1.84
N 0.82 -4.04 1.78
C 0.44 -3.42 3.12
N 1.33 -2.37 3.46
C 2.70 -2.85 3.48
N 3.13 -3.40 2.20
C 3.20 -2.37 1.15
P 1.58 -1.53 0.82
C 0.59 -3.07 0.64
C 1.16 -1.19 2.59
H 2.52 -4.88 0.85
H 2.32 -5.28 2.59
H 0.23 -4.86 1.62
H 0.50 -4.23 3.85
H -0.58 -3.07 3.03
H 2.79 -3.62 4.24
H 3.36 -2.02 3.74
H 3.57 -2.82 0.22
H 3.94 -1.62 1.45
H 0.86 -3.59 -0.28
H -0.47 -2.83 0.60
H 0.13 -0.84 2.63
H 1.79 -0.38 2.95
C -2.40 2.99 -2.37
C -1.61 1.87 -3.06
C -2.56 0.75 -3.48
O -0.63 1.40 -2.22
H -3.15 3.44 -3.03
H -1.72 3.77 -2.02
H -2.91 2.58 -1.49
H -1.18 2.30 -3.98
H -3.08 0.35 -2.61
H -1.99 -0.07 -3.93
H -3.31 1.09 -4.20
```

Values from the calculation:
E_tot (a.u.): -7847.957392
Gap between HOMO and LUMO (eV): 6.7
Energy above the lowest of the compared OMol25 structures with the same formula, charge and spin (kcal/mol): 10.8
Total charge: 0

2.
ORCA calculation (ωB97M-V with the def2-TZVPD basis set) on C29H35AlF3MgN2O21P as an isolated structure in a non-equilibrium geometry.

XYZ file:
```
93
C29H35AlF3MgN2O21P ωB97M-V with the def2-TZVPD basis set
C -1.54 3.66 5.64
C -1.81 2.51 6.09
O -2.43 1.36 6.56
P -1.94 0.01 5.59
O -0.66 0.28 4.82
O -1.57 -1.21 6.74
C -0.65 -2.08 6.09
C 0.29 -2.85 5.79
O -3.19 -0.62 4.67
C -3.64 0.29 3.62
C -2.64 0.37 2.36
C -2.03 1.84 2.25
C -1.90 2.32 0.73
O -0.77 1.70 0.03
C -0.71 2.14 -1.29
C -0.15 1.19 -2.45
O -1.06 3.31 -1.65
H -1.28 4.54 4.96
H 1.04 -3.70 5.73
H -4.61 -0.16 3.21
H -3.93 1.33 4.00
H -3.13 0.01 1.40
H -1.81 -0.38 2.61
H -0.99 1.94 2.71
H -2.69 2.60 2.80
H -2.83 2.05 0.12
H -1.81 3.45 0.74
H 0.61 1.84 -3.01
H -1.05 0.95 -3.11
H 0.34 0.26 -2.03
C 3.73 -2.13 0.47
C 3.55 -0.85 -0.29
O 2.49 -1.17 -1.20
C 1.79 -2.20 -0.65
O 0.74 -2.59 -1.07
O 2.43 -2.71 0.44
H 4.05 -1.96 1.50
H 4.43 -2.81 -0.01
H 3.23 -0.02 0.35
H 4.45 -0.56 -0.83
C -5.92 -3.34 0.89
C -5.32 -2.04 1.33
O -5.84 -1.12 0.40
C -7.05 -1.63 0.02
O -7.89 -1.00 -0.55
O -7.18 -2.93 0.37
F -3.97 -2.07 1.21
H -5.34 -3.83 0.11
H -6.06 -4.04 1.72
H -5.60 -1.74 2.34
Al -0.19 5.33 -1.51
C 1.52 -4.65 -3.20
C 2.60 -4.90 -4.32
O 3.73 -4.57 -3.80
H 1.48 -3.61 -2.89
H 0.52 -4.91 -3.59
H 1.70 -5.27 -2.32
H 2.24 -4.33 -5.20
H 2.44 -5.94 -4.64
C -3.48 7.16 4.70
C -2.71 6.54 3.62
N -2.11 6.04 2.77
H -4.26 7.82 4.31
H -3.97 6.41 5.33
H -2.84 7.76 5.35
F -4.65 8.89 2.71
N -0.81 -2.95 -4.79
O 0.32 -3.15 -5.27
O -1.25 -1.80 -4.70
O -1.48 -3.91 -4.38
Mg 0.03 4.22 7.65
C 8.33 -2.98 2.36
C 7.70 -4.15 1.66
O 6.65 -3.55 0.93
C 7.06 -2.28 0.65
O 6.56 -1.58 -0.17
O 8.12 -1.92 1.42
F 7.17 -5.02 2.55
H 7.83 -2.73 3.30
H 9.39 -3.13 2.55
H 8.37 -4.67 0.98
C 1.49 2.19 -8.18
C 2.32 2.33 -7.15
C 1.87 2.96 -5.89
O 2.63 3.10 -4.94
C 0.47 3.42 -5.82
C -0.36 3.28 -6.85
C 0.08 2.65 -8.11
O -0.67 2.51 -9.05
H 1.80 1.73 -9.11
H 3.35 2.00 -7.18
H 0.16 3.88 -4.88
H -1.39 3.61 -6.81
```

Values from the calculation:
E_tot (a.u.): -3897.723719
Gap between HOMO and LUMO (eV): 1.0
Total charge: +2

3.
ORCA calculation (ωB97M-V with the def2-TZVPD basis set) on C13H26LiO10P3 as an isolated structure.

XYZ file:
```
53
C13H26LiO10P3 ωB97M-V with the def2-TZVPD basis set
Li -1.42 -0.86 0.48
C -1.51 -1.45 2.78
C -0.76 -0.26 2.70
C 0.40 -0.52 1.94
C 0.36 -1.87 1.53
C -0.83 -2.44 2.05
C -1.30 -3.86 1.88
C 1.40 -2.56 0.70
C 1.46 0.48 1.59
C -1.09 1.06 3.34
C -2.86 -1.62 3.42
H -2.34 -3.91 1.57
H -1.21 -4.45 2.80
H -0.71 -4.37 1.11
H 1.91 -1.85 0.04
H 0.96 -3.33 0.06
H 2.18 -3.05 1.30
H 1.86 0.31 0.59
H 2.31 0.48 2.29
H 1.05 1.50 1.60
H -0.97 1.90 2.65
H -0.45 1.28 4.21
H -2.12 1.08 3.70
H -3.67 -1.49 2.69
H -3.02 -0.90 4.23
H -2.97 -2.62 3.86
O -0.95 2.59 -1.01
P -1.49 1.24 -1.74
O -1.34 1.37 -3.22
O -0.81 0.09 -1.05
O -3.06 1.31 -1.39
P -3.92 0.67 -0.15
O -3.59 1.72 1.06
O -5.35 0.81 -0.50
O -3.31 -0.65 0.22
H -0.06 2.38 -0.68
H -2.79 1.42 1.51
C 4.94 2.03 -2.41
O 4.09 1.18 -3.17
P 2.75 0.65 -2.34
O 1.93 2.03 -2.16
C 1.50 2.82 -3.28
O 2.13 -0.04 -3.67
C 0.97 -0.88 -3.50
H 5.91 2.06 -2.90
H 5.07 1.66 -1.39
H 4.53 3.04 -2.35
H 1.49 3.86 -2.95
H 0.49 2.51 -3.56
H 2.19 2.71 -4.12
H 0.07 -0.30 -3.70
H 0.90 -1.25 -2.48
H 1.08 -1.70 -4.20
```

Values from the calculation:
E_tot (a.u.): -2295.429850
Gap between HOMO and LUMO (eV): 5.6
Energy above the lowest of the compared OMol25 structures with the same formula, charge and spin (kcal/mol): 0.0
Total charge: -2